Below is a molecular structure, C51H69BrN5O2Rb, with properties calculated with ωB97M-V/def2-TZVPD.

Each line ends with the Löwdin charge.
Geometry (Å):
Rb  0.4240  0.2799  0.4248  0.791
C  0.4696  -2.3014  -2.0783  -0.107
N  -0.5864  -1.3181  -2.2474  -0.284
C  -0.8863  -1.1497  -3.6513  -0.115
C  -1.7658  -1.6853  -1.4721  -0.212
C  -2.7367  -0.5124  -1.2877  -0.192
N  -2.7317  -0.0022  0.0721  -0.156
C  -3.3689  -0.9564  0.9856  -0.132
C  -2.8578  -0.9571  2.4002  -0.124
C  -3.6750  -0.4917  3.4080  -0.007
C  -3.2872  -0.5192  4.7419  -0.186
C  -2.0457  -1.0896  5.0045  -0.026
C  -1.1916  -1.6143  4.0417  -0.084
C  -1.5692  -1.5423  2.6504  -0.353
O  -0.8589  -1.9690  1.6729  -0.202
C  0.1344  -2.1988  4.5702  -0.524
C  1.0585  -2.8018  3.5038  -0.063
C  -0.1627  -3.3267  5.5762  -0.064
C  0.9205  -1.0912  5.2938  -0.052
C  -4.1250  0.0744  5.8703  -0.539
C  -3.3971  1.2993  6.4483  -0.043
C  -4.3476  -0.9607  6.9841  -0.062
C  -5.4975  0.5319  5.3710  -0.081
C  -3.3666  1.3115  0.1049  -0.148
C  -3.3020  2.0902  1.3936  -0.130
C  -4.4702  2.5202  1.9999  -0.023
C  -4.4679  3.3493  3.1180  -0.208
C  -3.2138  3.7238  3.6116  -0.025
C  -2.0131  3.3400  3.0439  -0.081
C  -2.0179  2.5124  1.8593  -0.353
O  -0.9569  2.1855  1.2274  -0.330
C  -0.6770  3.7429  3.6757  -0.518
C  -0.8648  4.5466  4.9663  -0.077
C  0.1141  2.4721  4.0338  -0.033
C  0.1458  4.6225  2.7156  -0.039
C  -5.7379  3.9614  3.7108  -0.554
C  -5.7830  5.4526  3.3273  -0.059
C  -5.7650  3.8499  5.2422  -0.058
C  -7.0078  3.2969  3.1728  -0.070
H  0.2107  -3.2697  -2.5464  0.084
H  0.6434  -2.4674  -1.0157  0.079
H  1.3917  -1.9254  -2.5240  0.070
H  -1.2394  -2.0919  -4.1141  0.082
H  0.0119  -0.8246  -4.1814  0.078
H  -1.6606  -0.3938  -3.7919  0.071
H  -1.4216  -1.9870  -0.4793  0.078
H  -2.2846  -2.5460  -1.9373  0.119
H  -3.7608  -0.8132  -1.5919  0.120
H  -2.4339  0.3041  -1.9494  0.103
H  -3.2035  -1.9597  0.5830  0.118
H  -4.4607  -0.7801  0.9957  0.122
H  -4.6236  -0.0560  3.1158  0.098
H  -1.7196  -1.1135  6.0416  0.092
H  0.5332  -3.5455  2.9108  0.080
H  1.9183  -3.2711  3.9986  0.077
H  1.4215  -2.0421  2.8140  0.064
H  -0.6895  -4.1428  5.0761  0.085
H  -0.7850  -2.9796  6.4026  0.065
H  0.7707  -3.7221  5.9921  0.072
H  1.0810  -0.2460  4.6212  0.065
H  1.8947  -1.4651  5.6285  0.079
H  0.3769  -0.7214  6.1660  0.073
H  -2.4199  1.0144  6.8438  0.077
H  -3.9768  1.7620  7.2564  0.079
H  -3.2395  2.0369  5.6571  0.069
H  -3.4044  -1.2516  7.4504  0.068
H  -4.8131  -1.8605  6.5756  0.083
H  -5.0010  -0.5539  7.7643  0.072
H  -5.3837  1.2765  4.5810  0.047
H  -6.0667  0.9781  6.1924  0.079
H  -6.0694  -0.3116  4.9759  0.091
H  -4.4306  1.2206  -0.1988  0.120
H  -2.8622  1.9108  -0.6598  0.097
H  -5.4099  2.1755  1.5776  0.100
H  -3.1878  4.3524  4.4957  0.085
H  -1.3823  3.9599  5.7305  0.077
H  -1.4279  5.4668  4.7872  0.076
H  0.1191  4.8207  5.3560  0.078
H  -0.4588  1.8624  4.7380  0.083
H  1.0776  2.7301  4.4874  0.081
H  0.2909  1.8816  3.1365  0.065
H  -0.3915  5.5539  2.5081  0.082
H  0.3154  4.0914  1.7823  0.070
H  1.1132  4.8719  3.1654  0.063
H  -4.9022  5.9701  3.7109  0.076
H  -6.6794  5.9421  3.7270  0.071
H  -5.7833  5.5549  2.2398  0.083
H  -4.9005  4.3404  5.6918  0.076
H  -5.7567  2.8043  5.5522  0.034
H  -6.6684  4.3223  5.6427  0.078
H  -7.0916  3.4276  2.0924  0.076
H  -7.8890  3.7493  3.6371  0.076
H  -7.0141  2.2271  3.3948  0.077
C  3.6329  0.1884  2.6572  -0.208
N  3.3216  0.2756  1.2503  -0.046
C  4.2624  0.0123  0.4231  -0.146
C  4.1766  0.0231  -1.0019  -0.365
C  5.2766  -0.1843  -1.8627  -0.118
C  4.7788  -0.0865  -3.1582  -0.159
C  3.4007  0.1615  -3.0046  -0.262
N  3.0304  0.2273  -1.7235  0.035
C  3.9573  1.5213  3.2987  -0.198
C  4.5323  1.5547  4.5674  -0.057
C  4.8068  2.7598  5.1941  -0.109
C  4.5048  3.9577  4.5591  -0.116
C  3.9273  3.9332  3.2983  -0.098
C  3.6572  2.7250  2.6705  -0.029
H  4.4654  -0.5052  2.8581  0.115
H  2.7536  -0.2084  3.1751  0.088
H  5.2606  -0.2667  0.8052  0.119
H  6.2996  -0.3666  -1.5597  0.075
H  5.3267  -0.1874  -4.0850  0.058
H  2.6716  0.2860  -3.8002  0.067
H  4.7562  0.6209  5.0734  0.107
H  5.2576  2.7660  6.1799  0.090
H  4.7148  4.9002  5.0511  0.089
H  3.6781  4.8620  2.7989  0.097
H  3.2023  2.7000  1.6881  0.116
Br  -3.2868  4.1558  -4.9060  0.680
C  -1.9776  3.6387  -3.6109  -0.681
C  -0.9334  2.8157  -3.9898  -0.120
C  -0.0084  2.4773  -3.0080  -0.126
N  -0.0854  2.9074  -1.7561  0.095
C  -1.1059  3.6820  -1.4116  -0.131
C  -2.0892  4.0873  -2.3104  -0.110
H  -0.8400  2.4494  -5.0022  0.096
H  0.8298  1.8245  -3.2350  0.099
H  -1.1587  3.9701  -0.3675  0.106
H  -2.9108  4.7107  -1.9881  0.103

## Properties
ΔE to the lowest compared entry with this formula, charge and spin	0.0	kcal per mole
net charge	-2
E_tot	-5007.2276	Ha
HOMO-LUMO gap	0.182	hartree

---

Below is a molecular structure, C51H69FeN3OPS2Si at a distorted geometry, with properties calculated with ωB97M-V/def2-TZVPD.

Each line ends with the Löwdin charge.
Geometry (Å):
Fe  0.3186  0.6600  -0.7814  0.411
S  -1.0902  2.7520  -0.4392  0.823
C  -2.6242  2.1401  -0.2432  -0.620
N  -3.6846  2.8912  -0.0964  -0.073
C  -4.9869  2.2709  0.2021  -0.079
C  -5.1470  1.0652  -0.6600  -0.070
N  -4.0137  0.1523  -0.4259  -0.064
C  -4.3658  -1.2870  -0.4556  -0.084
C  -5.1869  -1.6460  0.7597  -0.229
C  -6.4793  -2.1346  0.6170  -0.038
C  -7.2229  -2.4795  1.7412  -0.056
C  -6.6771  -2.3270  3.0068  -0.061
C  -5.3842  -1.8338  3.1529  -0.060
C  -4.6405  -1.4952  2.0329  -0.042
C  -2.8264  0.6192  -0.2342  -0.568
S  -1.5068  -0.4034  0.0643  0.798
C  -3.6225  4.3516  0.1480  -0.092
C  -4.0100  4.6482  1.5778  -0.229
C  -5.1917  5.3184  1.8619  -0.038
C  -5.5619  5.5564  3.1811  -0.056
C  -4.7576  5.1107  4.2178  -0.062
C  -3.5722  4.4387  3.9379  -0.063
C  -3.1980  4.2086  2.6228  -0.036
H  -5.7742  2.9914  -0.0055  0.146
H  -5.0380  2.0098  1.2613  0.153
H  -5.1790  1.3289  -1.7186  0.154
H  -6.0644  0.5432  -0.4009  0.140
H  -3.4504  -1.8639  -0.5010  0.086
H  -4.9344  -1.4615  -1.3696  0.142
H  -6.9070  -2.2600  -0.3732  0.119
H  -8.2275  -2.8675  1.6244  0.115
H  -7.2566  -2.5952  3.8814  0.114
H  -4.9552  -1.7205  4.1414  0.112
H  -3.6274  -1.1188  2.1488  0.095
H  -4.3140  4.8321  -0.5433  0.138
H  -2.6201  4.6869  -0.0792  0.080
H  -5.8221  5.6737  1.0516  0.120
H  -6.4797  6.0890  3.3958  0.115
H  -5.0514  5.2871  5.2448  0.114
H  -2.9396  4.0975  4.7484  0.105
H  -2.2714  3.6835  2.4047  0.094
C  -0.4297  1.7223  -3.6816  -0.182
Si  1.4216  1.9232  -3.5285  0.437
C  1.8874  3.6533  -3.9963  -0.158
C  2.2992  0.6959  -4.6015  -0.145
N  1.7424  1.5810  -1.7798  -0.074
C  2.7657  2.1225  -1.0798  -0.283
C  3.9392  2.6620  -1.6725  -0.018
C  4.9270  3.2203  -0.9056  -0.049
C  4.7798  3.2822  0.4864  -0.013
C  3.6575  2.7530  1.1137  0.012
C  2.6802  2.1601  0.3465  -0.195
O  1.5453  1.5888  0.8802  -0.124
C  1.3182  1.7198  2.2681  -0.272
C  0.6831  2.8543  2.7303  -0.020
C  0.4596  2.9735  4.0958  -0.054
C  0.8703  1.9681  4.9632  -0.055
C  1.5115  0.8385  4.4686  -0.041
C  1.7417  0.7098  3.1048  -0.007
H  -0.6806  1.4878  -4.7225  0.056
H  -0.9371  2.6529  -3.4111  0.024
H  -0.8660  0.9213  -3.0724  -0.006
H  1.1955  4.0066  -4.7678  0.050
H  2.8953  3.7020  -4.4148  0.042
H  1.8326  4.3507  -3.1535  0.049
H  2.3113  1.0824  -5.6280  0.055
H  1.7931  -0.2744  -4.6229  0.019
H  3.3364  0.5364  -4.2992  0.035
H  4.0588  2.6017  -2.7483  0.108
H  5.8186  3.6151  -1.3745  0.124
H  5.5489  3.7466  1.0903  0.124
H  3.5552  2.8020  2.1893  0.134
H  0.3962  3.6370  2.0381  0.109
H  -0.0233  3.8628  4.4820  0.112
H  0.7030  2.0710  6.0281  0.115
H  1.8457  0.0617  5.1448  0.118
H  2.2479  -0.1544  2.6874  0.096
C  6.4637  -1.3628  -0.3324  -0.179
C  5.7384  -0.5004  -1.3600  -0.181
C  4.3067  -1.0160  -1.5885  -0.191
C  3.6835  -1.5929  -0.2996  -0.417
C  4.2862  -0.8717  0.9087  -0.205
C  5.7719  -1.2490  1.0425  -0.164
P  1.8246  -1.6309  -0.3084  1.123
C  1.5639  -2.7557  1.1745  -0.388
C  1.5648  -4.2866  0.9678  -0.161
C  0.1941  -4.9153  0.6187  -0.172
C  -0.9627  -3.9475  0.8576  -0.205
C  -0.7568  -3.2735  2.2094  -0.185
C  0.4364  -2.3058  2.1490  -0.218
C  1.5544  -2.4338  -1.9703  -0.423
C  0.0944  -2.3512  -2.4702  -0.221
C  -0.2059  -3.3741  -3.5773  -0.181
C  1.0001  -3.5430  -4.4962  -0.180
C  2.2086  -4.1103  -3.7204  -0.163
C  2.1014  -3.8453  -2.2068  -0.197
H  7.5063  -1.0567  -0.2528  0.114
H  6.4700  -2.4022  -0.6732  0.117
H  6.2770  -0.4892  -2.3094  0.119
H  5.7128  0.5340  -1.0002  0.095
H  4.3259  -1.7887  -2.3611  0.113
H  3.6870  -0.1990  -1.9618  0.068
H  3.9566  -2.6522  -0.2222  0.116
H  3.7778  -1.1218  1.8429  0.084
H  4.1796  0.2100  0.7701  0.093
H  5.8529  -2.1964  1.5792  0.115
H  6.2743  -0.4970  1.6551  0.114
H  2.5027  -2.5379  1.6808  0.078
H  1.9014  -4.7051  1.9196  0.123
H  2.3233  -4.5716  0.2416  0.090
H  0.0433  -5.7816  1.2672  0.118
H  0.1746  -5.3005  -0.4017  0.093
H  -1.9168  -4.4774  0.8159  0.119
H  -0.9840  -3.1830  0.0754  0.048
H  -0.5624  -4.0535  2.9519  0.122
H  -1.6494  -2.7392  2.5414  0.095
H  0.8594  -2.2008  3.1518  0.111
H  0.0877  -1.3122  1.8738  0.021
H  2.1517  -1.7661  -2.5945  0.077
H  -0.0877  -1.3452  -2.8650  0.081
H  -0.6089  -2.5013  -1.6530  0.048
H  -1.0806  -3.0533  -4.1470  0.115
H  -0.4646  -4.3362  -3.1262  0.117
H  1.2509  -2.5663  -4.9215  0.097
H  0.7535  -4.1877  -5.3392  0.115
H  3.1303  -3.6641  -4.1047  0.110
H  2.2923  -5.1858  -3.8821  0.116
H  3.0825  -3.9850  -1.7486  0.105
H  1.4256  -4.5715  -1.7573  0.087

## Properties
spin multiplicity	6
ΔE to the lowest compared entry with this formula, charge and spin	0.0	kcal per mole
net charge	+2
E_tot	-4914.8293	Ha
HOMO-LUMO gap (spin up / spin down)	0.244 / 0.248	hartree

---

Below is 11 unconnected molecules or ions with the total composition C51H75F5NO12S2 at a distorted geometry, with properties calculated with ωB97M-V/def2-TZVPD.

Each line ends with the Löwdin charge.
Geometry (Å):
C  1.1461  10.1936  3.0697  -0.042
C  2.2336  10.8978  3.9890  -0.122
N  2.0432  12.3986  4.3895  -0.178
C  0.7926  12.3778  5.3531  0.024
C  3.3385  12.8595  5.1413  -0.101
C  3.2792  14.3381  5.6884  -0.006
C  1.6454  13.3237  3.2016  -0.058
C  2.8161  13.6898  2.2788  -0.156
O  3.6951  12.5728  2.0565  -0.209
C  4.9943  12.8604  1.5764  -0.085
H  1.3170  9.1173  3.0516  0.072
H  1.3631  10.6625  2.1099  0.050
H  0.0956  10.4065  3.2674  0.076
H  3.2095  10.7675  3.5212  0.113
H  2.3029  10.3378  4.9215  0.107
H  0.6257  13.4288  5.5894  0.060
H  1.1017  11.8286  6.2424  0.096
H  -0.0221  12.0741  4.6957  0.062
H  4.1318  12.7916  4.3969  0.100
H  3.6078  12.0384  5.8057  0.103
H  2.5068  14.3875  6.4560  0.049
H  3.0807  15.1107  4.9456  0.058
H  4.1992  14.6275  6.1962  0.083
H  1.1927  14.2860  3.4404  0.121
H  0.8256  12.8173  2.6920  0.116
H  3.3765  14.4986  2.7479  0.096
H  2.3449  14.0066  1.3484  0.121
H  4.9995  13.3196  0.5879  0.066
H  5.6293  11.9927  1.3974  0.081
H  5.4560  13.5449  2.2880  0.088
F  -1.5495  14.0220  2.0626  0.005
C  -0.8168  15.0500  1.4772  -0.226
C  -0.3494  14.9558  0.1444  -0.012
C  0.3988  16.0325  -0.4167  -0.055
C  0.6212  17.1877  0.4111  -0.054
C  0.0668  17.2350  1.7294  -0.101
C  -0.5698  16.1884  2.2601  -0.051
H  -0.5570  14.1060  -0.4889  0.098
H  0.6315  15.8303  -1.4518  0.093
H  1.3429  17.8729  -0.0087  0.096
H  0.1223  18.1910  2.2289  0.115
H  -1.1065  16.1658  3.1970  0.104
F  0.8386  9.0224  7.1091  0.033
C  1.0566  7.7386  6.7158  -0.252
C  0.2130  7.1765  5.6884  -0.010
C  0.4448  5.8897  5.2370  -0.081
C  1.5959  5.2451  5.6709  -0.075
C  2.4623  5.8671  6.5755  -0.082
C  2.1863  7.0932  7.1061  -0.054
H  -0.5707  7.7943  5.2755  0.106
H  -0.1839  5.5129  4.4438  0.109
H  1.7928  4.2473  5.3076  0.103
H  3.3590  5.4523  7.0118  0.109
H  2.9382  7.5404  7.7394  0.104
F  5.9164  12.7772  7.4756  0.059
C  5.9085  11.6245  6.7676  -0.287
C  6.5862  11.4298  5.5245  -0.014
C  6.5176  10.2001  4.8412  -0.052
C  5.8637  9.0848  5.4930  -0.056
C  5.3606  9.2653  6.7967  -0.077
C  5.3708  10.5190  7.3881  -0.034
H  7.0139  12.2818  5.0171  0.100
H  7.0002  9.9058  3.9210  0.086
H  5.8863  8.0843  5.0870  0.097
H  4.9638  8.3981  7.3036  0.087
H  4.8965  10.6333  8.3516  0.111
F  2.5227  18.0516  4.8143  0.030
C  3.6079  17.8927  4.0046  -0.283
C  4.8197  18.4475  4.4331  0.000
C  5.8801  18.2894  3.5312  -0.047
C  5.6209  17.7579  2.2258  -0.097
C  4.4185  17.2578  1.8906  -0.088
C  3.3413  17.2295  2.8398  -0.014
H  4.9692  18.9384  5.3834  0.119
H  6.8110  18.6592  3.9350  0.102
H  6.3916  17.6522  1.4766  0.098
H  4.3157  16.6308  1.0172  0.092
H  2.5186  16.6261  2.4856  0.086
F  9.0639  8.3993  0.4386  0.055
C  9.1799  9.3503  1.4053  -0.269
C  8.6071  10.5904  1.2247  -0.042
C  8.7588  11.5970  2.1307  -0.085
C  9.3914  11.2467  3.3353  -0.096
C  9.8516  9.9332  3.5504  -0.093
C  9.8735  9.0310  2.5339  -0.022
H  7.9866  10.7402  0.3536  0.117
H  8.2308  12.5372  2.0699  0.100
H  9.3228  11.8561  4.2243  0.093
H  10.3246  9.7408  4.5021  0.112
H  10.3429  8.0941  2.7952  0.126
C  3.6415  14.7208  -3.8780  -0.238
S  3.9874  15.5853  -2.2619  0.836
O  3.6974  14.6412  -1.1284  -0.587
C  5.8110  15.5901  -2.3743  -0.250
H  4.1236  13.7437  -3.8462  0.049
H  4.0866  15.2948  -4.6907  0.051
H  2.5817  14.6117  -4.1083  0.048
H  6.0579  15.6201  -1.3131  0.034
H  6.2634  16.4380  -2.8886  0.057
H  6.2868  14.6700  -2.7134  0.060
C  -4.0937  14.0726  4.5763  -0.210
S  -2.3935  13.4260  5.1026  0.847
O  -1.4674  14.6156  5.0648  -0.578
C  -2.9104  13.1766  6.8688  -0.235
H  -4.6496  14.5163  5.4023  0.048
H  -4.6111  13.2754  4.0426  0.052
H  -3.8681  14.9372  3.9522  0.045
H  -3.9968  13.0969  6.8319  0.036
H  -2.6055  14.0270  7.4786  0.048
H  -2.4915  12.2686  7.3026  0.047
C  1.9947  12.0849  -1.5347  -0.047
O  0.8890  11.3257  -1.8654  0.039
C  -0.0921  11.1324  -1.0502  -0.593
O  -0.1285  11.2914  0.2069  0.042
O  -1.1242  10.6365  -1.7082  0.007
C  -2.3062  10.2376  -0.9542  0.000
H  2.5559  11.5846  -0.7455  0.107
H  1.7777  13.1109  -1.2374  0.069
H  2.5801  12.2001  -2.4469  0.091
H  -3.0229  9.7276  -1.5978  0.100
H  -2.8461  11.0657  -0.4950  0.096
H  -1.8822  9.5776  -0.1974  0.066
C  0.2185  14.3790  8.4724  -0.023
O  0.7337  13.7010  9.6571  -0.023
C  1.8587  12.8969  9.6574  -0.518
O  2.2721  12.3138  8.6240  0.067
O  2.3340  12.9748  10.8652  0.030
C  3.5313  12.3876  11.2467  -0.040
H  -0.6333  15.0065  8.7346  0.092
H  -0.1994  13.6375  7.7913  0.058
H  0.9133  15.0630  7.9851  0.092
H  3.9499  12.8793  12.1248  0.107
H  4.2937  12.3358  10.4695  0.089
H  3.3020  11.3372  11.4258  0.105
C  1.4595  3.2067  -0.5419  0.019
O  1.0036  4.3586  0.3101  -0.022
C  0.7648  5.5867  -0.2082  -0.544
O  0.9117  5.9968  -1.3622  0.095
O  0.2404  6.3594  0.7764  -0.017
C  0.0634  7.7610  0.6198  -0.049
H  1.2156  2.1957  -0.2156  0.091
H  2.5344  3.3689  -0.6229  0.091
H  1.0637  3.3593  -1.5460  0.086
H  -0.1646  8.1251  -0.3820  0.089
H  0.9267  8.2616  1.0583  0.078
H  -0.7569  8.0891  1.2583  0.091

## Properties
ΔE to the lowest compared entry with this formula, charge and spin	73.9	kcal per mole
net charge	+1
E_tot	-4241.2198	Ha
HOMO-LUMO gap	0.354	hartree